No. 1
Density functional theory data (ωB97M-V/def2-TZVPD) for a structure of composition C37H94N3O13Zr at a distorted geometry.

Positions of all 148 atoms, in Å:
Zr: -1.4483 -1.4266 -0.8010
C: 0.7659 1.6061 2.5432
C: 1.0325 1.5145 1.0426
C: 2.2267 2.4601 0.7740
C: 3.5443 1.8562 1.2274
C: 3.6802 0.4993 0.5820
C: 2.5605 -0.5059 0.9085
N: 1.3448 0.1950 0.5107
O: 0.2857 -0.6688 0.2680
C: 2.6894 -0.9625 2.3749
C: 2.8638 -1.6588 -0.0145
C: -0.1215 2.1139 0.2659
H: 0.1076 0.8023 2.9126
H: 0.2149 2.5218 2.7605
H: 1.5731 1.4840 3.2679
H: 1.9833 3.4251 1.2274
H: 2.3021 2.6621 -0.3026
H: 3.6317 1.8645 2.3174
H: 4.3558 2.5206 0.9126
H: 4.6847 0.1231 0.8166
H: 3.7249 0.6069 -0.5082
H: 3.3722 -1.8077 2.4420
H: 1.6945 -1.1570 2.7732
H: 3.1433 -0.2236 3.0423
H: 3.6727 -2.3126 0.3180
H: 3.0422 -1.3627 -1.0513
H: 2.0585 -2.3860 -0.1177
H: 0.0591 2.1261 -0.8085
H: -0.2923 3.1583 0.5390
H: -1.0367 1.5658 0.4567
C: -2.4418 -5.0111 -1.4321
C: -2.2340 -5.3386 0.0653
C: -1.4724 -6.6512 0.0695
C: -0.9820 -7.0576 1.4443
C: -0.1103 -5.9479 2.0357
C: -0.7192 -4.5434 1.9608
N: -1.4460 -4.3072 0.7145
O: -1.9720 -3.0345 0.5887
C: 0.4095 -3.5369 2.1394
C: -1.6221 -4.4043 3.1950
C: -3.6548 -5.4644 0.6353
H: -3.1267 -4.1646 -1.5426
H: -2.6526 -5.8367 -2.1016
H: -1.4878 -4.5736 -1.7679
H: -0.7071 -6.7052 -0.7088
H: -2.2069 -7.4093 -0.2245
H: -0.4041 -7.9789 1.3567
H: -1.8236 -7.2630 2.1112
H: 0.8314 -5.9543 1.4683
H: 0.1348 -6.1823 3.0704
H: 0.0498 -2.5430 2.3918
H: 0.9756 -3.3977 1.2162
H: 1.1590 -3.9115 2.8365
H: -2.4510 -5.1048 3.2825
H: -2.0717 -3.4106 3.3072
H: -1.0458 -4.4438 4.1261
H: -4.1137 -6.3760 0.2306
H: -4.3486 -4.6743 0.3568
H: -3.6813 -5.6235 1.7127
C: -2.0647 0.4972 -4.4841
C: -2.5956 1.6681 -3.6380
C: -3.7502 2.2187 -4.4714
C: -4.6872 3.1585 -3.7295
C: -5.2048 2.4270 -2.4839
C: -4.0726 1.8735 -1.6059
N: -3.1494 1.0800 -2.4089
O: -2.1265 0.4758 -1.6524
C: -4.8229 0.9155 -0.6780
C: -3.4867 3.0057 -0.7668
C: -1.4786 2.7125 -3.4668
H: -1.2728 -0.0750 -4.0104
H: -1.7171 0.8922 -5.4399
H: -2.8843 -0.2067 -4.6419
H: -4.3813 1.4027 -4.8310
H: -3.3646 2.7682 -5.3329
H: -5.4869 3.5196 -4.3771
H: -4.2299 4.0849 -3.3554
H: -5.8458 1.6180 -2.8433
H: -5.7915 3.1369 -1.8996
H: -4.1849 0.3984 0.0344
H: -5.4109 0.1878 -1.2395
H: -5.5391 1.3901 0.0019
H: -2.7240 2.6829 -0.0659
H: -4.2446 3.5190 -0.1686
H: -3.0897 3.8037 -1.3992
H: -1.4164 3.3827 -4.3204
H: -0.5410 2.1781 -3.3137
H: -1.5373 3.2972 -2.5497
C: -2.3196 -0.6639 2.4313
O: -2.3242 -0.3801 1.0231
H: -2.0201 0.2141 2.9907
H: -3.3232 -0.9416 2.7624
H: -1.6986 -1.5301 2.6178
H: -2.5845 0.5549 0.9339
C: 1.1062 0.0367 -2.6346
O: 0.1095 -0.9855 -2.4763
H: 2.0694 -0.4097 -2.8735
H: 0.8539 0.7661 -3.4084
H: 1.2057 0.6637 -1.7534
H: 0.0758 -1.3269 -3.3810
C: -0.5490 6.0919 0.9847
O: -0.3421 7.2806 1.7459
H: -0.0181 5.3602 1.6006
H: -1.6044 5.8019 0.9710
H: -0.1903 6.0963 -0.0442
H: -0.2809 8.0479 1.1686
C: 6.6000 -1.7184 -1.1026
O: 6.2351 -0.8577 -2.1699
H: 7.6677 -1.8547 -0.9527
H: 6.0795 -1.4281 -0.1817
H: 6.1171 -2.6829 -1.2766
H: 6.4581 0.0439 -1.9196
C: -2.7592 3.1512 2.8460
O: -3.4670 2.1081 2.1785
H: -1.7174 2.9145 3.0368
H: -2.9007 4.0527 2.2486
H: -3.1394 3.3179 3.8590
H: -4.3800 2.1187 2.4770
C: 1.1034 -3.7315 -2.0846
O: 0.2414 -3.2331 -1.0509
H: 1.7240 -2.9456 -2.5170
H: 1.8210 -4.4347 -1.6598
H: 0.5318 -4.1995 -2.8887
H: 0.0481 -4.0210 -0.4915
C: 4.1110 3.0855 -2.9559
O: 4.7096 3.5733 -4.1463
H: 4.5380 3.6175 -2.0977
H: 3.0654 3.3934 -2.9760
H: 4.1876 1.9965 -2.8982
H: 5.6034 3.2624 -4.3010
C: 4.0925 -1.4855 -5.0587
O: 3.7503 -1.6731 -3.7043
H: 4.9987 -2.0055 -5.3873
H: 3.3043 -1.9248 -5.6739
H: 4.1901 -0.4321 -5.3381
H: 4.4580 -1.2982 -3.1604
C: 1.1446 1.0747 6.6005
O: 0.7200 0.2290 7.6637
H: 1.1836 2.1159 6.9472
H: 2.2028 0.8796 6.3744
H: 0.5806 0.9989 5.6776
H: 1.4555 0.2340 8.2818
C: 2.4716 6.0901 3.8177
O: 2.4232 6.8967 2.6711
H: 2.8496 5.0838 3.5875
H: 3.0363 6.5368 4.6311
H: 1.4601 5.9170 4.2182
H: 1.6350 6.7611 2.1386

Values from the calculation:
- Net charge: +1
- HOMO-LUMO gap: 6.38 eV
- LUMO: -3.332 eV
- E: -2655.15759 Ha
- E_HOMO: -0.35686 Eh

These are the Mulliken partial charges, in e, on atoms 1 to 6: number 1, Zr, carries -0.174; number 2, C, carries -1.582; number 3, C, carries 2.209; number 4, C, carries -1.438; number 5, C, carries -0.982; number 6, C, carries -0.870

***

No. 2
Density functional theory data (ωB97M-V/def2-TZVPD) for a cluster of 9 separate species, C37H97N7O17 in total at a distorted geometry.

Positions of all 158 atoms, in Å:
C: -0.2837 4.5933 -2.8803
O: 1.1254 4.6258 -3.2440
C: 1.8996 4.0849 -2.2253
C: 3.2972 4.7559 -2.1306
N: 4.1497 4.2208 -3.1869
C: 5.4866 4.6393 -3.1228
C: 6.4652 4.0324 -4.0993
O: 6.7360 2.7420 -3.6123
C: 7.4986 1.9759 -4.5368
H: -0.8268 4.3980 -3.8050
H: -0.6330 5.5268 -2.4391
H: -0.5811 3.7121 -2.3119
H: 2.0358 3.0962 -2.6635
H: 1.5839 4.1065 -1.1822
H: 3.7745 4.5212 -1.1792
H: 3.0093 5.8064 -2.1730
H: 3.5679 4.2878 -4.0098
H: 5.7919 4.4707 -2.0901
H: 5.6220 5.7155 -3.2293
H: 7.3406 4.6663 -4.2409
H: 5.9717 3.9829 -5.0699
H: 6.7998 1.5712 -5.2689
H: 7.9306 1.1188 -4.0201
H: 8.3757 2.5205 -4.8864
C: 3.9401 -0.8034 3.0586
O: 3.8765 -1.5868 4.2362
C: 2.6108 -1.3112 4.8440
C: 2.7341 -0.0608 5.8187
N: 2.1341 -0.1406 7.1621
C: 2.4715 1.0545 7.9375
C: 2.0328 0.7233 9.4195
O: 1.9309 1.8939 10.2885
C: 0.9873 2.8275 10.0582
H: 4.9950 -0.6878 2.8095
H: 3.4782 0.1785 3.1622
H: 3.4423 -1.3264 2.2420
H: 2.3151 -2.2059 5.3918
H: 1.7280 -1.4220 4.2144
H: 2.5151 0.8895 5.3317
H: 3.7674 0.2784 5.8910
H: 2.2987 -1.0778 7.5007
H: 1.7642 1.7842 7.5434
H: 3.4557 1.4958 7.7803
H: 2.8934 0.1288 9.7262
H: 1.1015 0.1580 9.4541
H: -0.0491 2.4898 10.0531
H: 1.1601 3.3145 9.0984
H: 0.9991 3.5981 10.8291
C: -3.7477 3.1779 2.1891
O: -3.7223 2.3424 1.0967
C: -4.7200 2.5314 0.0463
C: -6.0460 1.7316 0.3869
N: -6.9184 2.3062 1.4415
C: -8.2270 1.5227 1.4677
C: -9.3019 2.2676 2.3439
O: -9.6588 3.4393 1.5949
C: -10.8714 4.0725 2.0885
H: -2.8044 3.2047 2.7347
H: -4.5283 2.8629 2.8816
H: -3.8601 4.1794 1.7738
H: -4.3218 2.1084 -0.8759
H: -4.8729 3.6049 -0.0651
H: -5.9452 0.6467 0.3549
H: -6.6287 1.8472 -0.5270
H: -7.1610 3.2794 1.3227
H: -8.1278 0.5913 2.0250
H: -8.6033 1.3894 0.4534
H: -8.9009 2.4045 3.3481
H: -9.9888 1.4215 2.3311
H: -11.7765 3.5583 1.7651
H: -10.9293 5.0845 1.6877
H: -10.9124 4.1363 3.1758
C: 4.4181 -2.4679 -0.1347
O: 3.3958 -3.2829 0.3750
C: 2.4672 -3.8212 -0.5402
C: 2.9449 -5.1263 -1.2152
N: 3.6000 -5.9781 -0.1566
C: 4.2380 -7.0908 -0.8347
C: 5.5763 -7.3713 -0.2213
O: 6.4021 -6.2285 -0.0922
C: 6.9193 -5.6972 -1.2792
H: 5.2462 -2.9226 -0.6784
H: 4.9746 -1.9790 0.6650
H: 3.9204 -1.6205 -0.6062
H: 2.2731 -3.0078 -1.2394
H: 1.5297 -3.9163 0.0076
H: 3.7602 -4.8309 -1.8756
H: 2.0216 -5.5195 -1.6407
H: 4.2006 -5.3420 0.3482
H: 4.2187 -6.9206 -1.9111
H: 3.6092 -7.9503 -0.6025
H: 6.2171 -8.1477 -0.6393
H: 5.3706 -7.7420 0.7829
H: 6.1027 -5.1822 -1.7851
H: 7.3343 -6.5105 -1.8745
H: 7.5790 -4.8796 -0.9884
C: -3.9105 -1.1242 0.9197
O: -4.3069 -1.9904 -0.1838
C: -3.1289 -2.3865 -0.8800
C: -3.5878 -3.2715 -2.1318
N: -4.3367 -2.5005 -3.0933
C: -4.8129 -3.2247 -4.2740
C: -5.5707 -2.2531 -5.1522
O: -6.1669 -2.9241 -6.1399
C: -5.7458 -2.7504 -7.5051
H: -3.5660 -0.1514 0.5691
H: -3.0990 -1.6009 1.4697
H: -4.7452 -0.9567 1.6005
H: -2.4962 -3.0032 -0.2417
H: -2.4588 -1.5775 -1.1707
H: -3.9930 -4.2334 -1.8177
H: -2.7957 -3.8397 -2.6193
H: -5.1468 -2.2078 -2.5660
H: -5.4934 -3.9753 -3.8717
H: -4.0278 -3.7619 -4.8061
H: -4.8415 -1.4862 -5.4138
H: -6.3794 -1.8065 -4.5738
H: -4.6951 -2.6319 -7.7697
H: -6.1649 -1.8217 -7.8923
H: -6.1272 -3.4427 -8.2557
N: -0.7216 1.6322 0.0136
C: -0.0416 0.6956 0.5906
N: 1.0818 0.4548 0.0192
O: -0.4682 -0.0001 1.4820
H: -1.6372 1.7745 0.4154
H: -0.5653 1.9846 -0.9199
H: 1.1458 0.7998 -0.9279
H: 1.4871 -0.4497 0.2134
O: 1.0991 -1.4141 -5.1873
C: -0.1477 -1.2095 -4.4457
C: -0.0171 -0.6334 -3.0217
O: 0.3667 0.7270 -2.9745
H: 0.8532 -1.3272 -6.1111
H: -0.4945 -0.3395 -5.0034
H: -0.8416 -2.0309 -4.6244
H: 0.7100 -1.1817 -2.4227
H: -0.9870 -0.7046 -2.5295
H: 0.9627 0.8654 -3.7142
O: -3.0225 2.1591 5.4186
C: -1.6717 1.7173 5.6514
C: -1.1839 0.7259 4.6068
O: -1.6585 -0.5561 5.0012
H: -3.5328 1.3766 5.1973
H: -1.1156 2.6546 5.6700
H: -1.4146 1.2734 6.6132
H: -0.1058 0.8186 4.4761
H: -1.4864 0.9832 3.5917
H: -1.9175 -0.9529 4.1663
O: 3.1969 -1.3409 -3.1915
C: 3.5100 0.1074 -3.1922
C: 3.3819 0.7827 -4.5810
O: 2.0308 1.1464 -4.9234
H: 2.8750 -1.5590 -4.0692
H: 3.0370 0.6573 -2.3785
H: 4.4840 0.1223 -2.7032
H: 3.9117 0.1494 -5.2925
H: 4.0478 1.6409 -4.6705
H: 1.9818 1.8342 -5.5913

Values from the calculation:
- HOMO-LUMO gap: 8.34 eV
- LUMO: 0.013 eV
- E: -3129.80771 Ha
- E_HOMO: -0.30584 Eh
- Structure (SMILES): COCCNCCOC.COCCNCCOC.COCCNCCOC.COCCNCCOC.COCCNCCOC.NC(N)=O.OCCO.OCCO.OCCO

These are the Mulliken partial charges, in e, on atoms 1 to 6: number 1, C, carries -0.384; number 2, O, carries -0.385; number 3, C, carries -0.086; number 4, C, carries -1.051; number 5, N, carries 0.034; number 6, C, carries -0.787

***

No. 3
Density functional theory data (ωB97M-V/def2-TZVPD) for a structure of composition C38H101CdN6O16 at a distorted geometry.

Positions of all 162 atoms, in Å:
Cd: -1.5324 3.3754 -2.1920
C: 0.0058 0.3072 0.6242
C: -1.0051 0.9104 -0.3400
O: -1.0125 2.2952 -0.4579
H: 0.1050 -0.7752 0.5278
H: -0.1934 0.5384 1.6739
H: 1.0153 0.6768 0.3955
H: -1.9782 0.4994 -0.0326
H: -0.7451 0.4248 -1.2970
O: -0.7622 1.9754 -3.5479
H: 0.1292 2.1436 -3.9665
H: -1.0534 1.1103 -3.8743
O: 1.5482 3.5524 0.5673
H: 0.8368 2.8986 0.4540
H: 1.4206 4.1687 -0.1596
O: -2.4716 4.9566 -1.1749
H: -2.5197 4.8140 -0.1650
H: -2.4911 5.9131 -1.3078
C: 0.0353 -2.8874 -1.8993
O: 1.3716 -3.0093 -1.4973
C: 1.5548 -3.9229 -0.4339
C: 3.0492 -4.0292 -0.2004
N: 3.5612 -2.7531 0.2743
C: 5.0171 -2.6675 0.0858
C: 5.5371 -1.2907 0.3976
O: 5.0014 -0.3700 -0.5417
C: 5.5310 0.9241 -0.3932
H: -0.4915 -3.8083 -2.1618
H: -0.0200 -2.2911 -2.8159
H: -0.5214 -2.3018 -1.1554
H: 1.1847 -4.9169 -0.7154
H: 1.0413 -3.5531 0.4619
H: 3.4571 -4.2954 -1.1879
H: 3.2997 -4.8161 0.5124
H: 3.1381 -1.9548 -0.1864
H: 5.3759 -2.9587 -0.9098
H: 5.3912 -3.3577 0.8490
H: 6.6333 -1.3154 0.4418
H: 5.2153 -0.9404 1.3836
H: 4.9004 1.6575 -0.8992
H: 6.5403 0.9656 -0.8188
H: 5.5813 1.2774 0.6437
C: -0.3744 -3.5374 -5.2827
O: -1.5058 -2.7595 -5.0054
C: -2.5131 -3.4621 -4.3012
C: -3.8102 -2.6995 -4.1880
N: -3.7643 -1.5332 -3.2943
C: -3.5122 -1.8249 -1.8877
C: -4.6435 -2.5699 -1.1892
O: -4.6183 -3.9487 -1.5155
C: -5.8042 -4.5945 -1.1295
H: 0.4182 -2.8374 -5.5512
H: -0.5102 -4.2845 -6.0729
H: 0.0455 -4.1134 -4.4446
H: -2.1174 -3.7203 -3.3156
H: -2.7394 -4.4415 -4.7414
H: -4.5823 -3.3556 -3.7734
H: -4.1304 -2.4759 -5.2072
H: -4.6139 -0.9947 -3.3963
H: -3.1538 -0.9787 -1.2988
H: -2.6498 -2.4959 -1.8447
H: -5.5803 -2.1099 -1.5366
H: -4.5645 -2.4975 -0.1013
H: -5.7400 -5.6676 -1.3074
H: -6.6234 -4.2488 -1.7756
H: -6.0700 -4.4303 -0.0807
C: 4.7001 -2.7418 4.0914
O: 4.6652 -1.3590 3.7959
C: 3.3733 -0.9208 3.4211
C: 3.4657 0.4475 2.7279
N: 4.5569 1.3207 3.1250
C: 4.4450 1.6590 4.5521
C: 5.5692 2.5736 4.9799
O: 6.7727 1.8670 4.9859
C: 7.8829 2.6507 5.3686
H: 3.8769 -3.0234 4.7557
H: 5.6591 -2.9258 4.5692
H: 4.6156 -3.3428 3.1797
H: 2.7838 -0.8397 4.3485
H: 2.8517 -1.6352 2.7740
H: 2.5014 0.9042 2.9765
H: 3.3747 0.2889 1.6505
H: 5.4029 0.7484 3.1195
H: 4.3506 0.8204 5.2516
H: 3.4980 2.1984 4.6895
H: 5.2757 2.9569 5.9758
H: 5.6536 3.4975 4.3869
H: 7.7896 3.0064 6.4034
H: 7.9018 3.5397 4.7273
H: 8.7784 2.0403 5.3152
C: -2.3470 -5.3011 0.7968
O: -2.6429 -3.9423 0.9891
C: -1.8620 -3.3327 2.0096
C: -2.2550 -1.8706 2.0062
N: -3.5994 -1.7232 2.5315
C: -4.1229 -0.3857 2.2942
C: -5.6144 -0.3739 2.5454
O: -6.2325 -1.2612 1.6320
C: -7.3729 -1.9448 2.0652
H: -3.1260 -5.7634 0.1895
H: -2.4229 -5.8455 1.7468
H: -1.3816 -5.4549 0.3071
H: -0.8038 -3.4681 1.7650
H: -2.1424 -3.7807 2.9695
H: -2.2285 -1.5441 0.9511
H: -1.4865 -1.2875 2.5180
H: -4.2000 -2.3802 2.0452
H: -3.9574 -0.0862 1.2432
H: -3.6392 0.3867 2.8946
H: -6.0197 0.6275 2.3813
H: -5.7920 -0.6571 3.5883
H: -8.0087 -2.2118 1.2204
H: -8.0262 -1.3710 2.7340
H: -7.0906 -2.8628 2.5950
C: -6.5918 3.6633 3.3915
O: -5.4586 3.0770 2.7856
C: -4.3856 3.9808 2.7208
C: -3.2990 3.3442 1.8659
N: -2.2231 4.2849 1.4777
C: -1.5372 4.8568 2.6364
C: -0.6307 3.8870 3.4160
O: -1.3713 2.8374 3.9880
C: -0.5509 1.8146 4.5289
H: -7.4475 3.0007 3.3009
H: -6.8362 4.6178 2.9098
H: -6.3861 3.8820 4.4448
H: -4.0310 4.2476 3.7215
H: -4.7058 4.9152 2.2379
H: -3.8231 3.1005 0.9348
H: -2.9423 2.4188 2.3058
H: -1.5721 3.6980 0.9457
H: -2.2142 5.3367 3.3444
H: -0.8798 5.6829 2.3501
H: -0.0665 4.4255 4.1866
H: 0.0714 3.5257 2.6507
H: 0.3172 1.6251 3.8977
H: -1.1966 0.9447 4.6428
H: -0.2078 2.0826 5.5345
C: 1.5564 4.9097 -8.3678
O: 2.1701 4.6132 -7.1275
C: 1.6010 3.5299 -6.4254
C: 2.3930 3.2964 -5.1559
N: 1.9002 2.0359 -4.5493
C: 2.7602 1.6910 -3.4072
C: 2.7096 0.2219 -3.0895
O: 3.0040 -0.5037 -4.2638
C: 3.1837 -1.8753 -4.0143
H: 1.5928 5.9945 -8.4679
H: 0.5499 4.5124 -8.4978
H: 2.1846 4.5461 -9.1880
H: 1.6075 2.6434 -7.0725
H: 0.5561 3.7798 -6.1873
H: 2.2756 4.1312 -4.4659
H: 3.4499 3.1609 -5.3984
H: 2.0791 1.2828 -5.2116
H: 2.6186 2.2881 -2.4993
H: 3.8296 1.9031 -3.5744
H: 1.7430 -0.0722 -2.6494
H: 3.4934 0.0166 -2.3496
H: 2.2600 -2.4372 -3.8762
H: 4.0061 -2.0977 -3.3325
H: 3.5509 -2.3046 -4.9567

Values from the calculation:
- Net charge: +1
- HOMO-LUMO gap: 6.11 eV
- LUMO: -4.281 eV
- E: -3208.02836 Ha
- E_HOMO: -0.38172 Eh

These are the Mulliken partial charges, in e, on atoms 1 to 6: number 1, Cd, carries 0.925; number 2, C, carries -0.633; number 3, C, carries 0.679; number 4, O, carries 0.095; number 5, H, carries 0.013; number 6, H, carries -0.166